(1)
A cluster of 4 separate species, C3H10N2O3 in total, computed with the ωB97M-V functional and the def2-TZVPD basis.

Properties
HOMO in eV: -7.775
E_tot in a.u.: -455.24940
Gap between HOMO and LUMO in eV: 3.90
ΔE to the lowest compared entry with this formula, charge and spin in kcal/mol: 202.2
LUMO level in eV: -3.9

Last column: Löwdin charge in e.
Geometry (Å):
C: -0.094 0.784 0.274  -0.043
C: 0.815 0.946 -1.027  -0.020
N: 2.022 0.240 -0.867  0.106
C: 0.951 -0.698 -0.907  -0.136
N: -0.071 -0.762 0.115  0.193
H: 0.361 1.063 1.234  0.124
H: 0.454 1.233 -2.055  0.169
H: 1.081 -1.388 -1.758  0.170
H: -0.973 -1.171 -0.169  0.071
H: -1.093 1.327 0.156  0.121
H: -3.380 -1.832 -0.786  0.070
O: -2.632 -1.176 -0.579  -0.232
H: -4.007 0.969 1.258  -0.040
H: -2.941 -0.348 0.041  -0.062
O: -3.110 0.740 0.880  -0.431
H: 4.011 0.639 1.471  0.040
H: 2.786 0.063 0.674  0.002
O: 3.245 0.050 1.595  -0.102

=====

(2)
A structure of composition C3H10N2O3, computed with the ωB97M-V functional and the def2-TZVPD basis.

Properties
HOMO in eV: -9.170
E_tot in a.u.: -455.29015
Gap between HOMO and LUMO in eV: 4.79
ΔE to the lowest compared entry with this formula, charge and spin in kcal/mol: 176.6
LUMO level in eV: -4.4

Last column: Löwdin charge in e.
Geometry (Å):
N: -0.673 1.046 1.075  0.185
C: -0.062 0.177 0.118  -0.270
C: 0.112 0.820 -1.291  -0.211
O: -1.117 0.945 -1.851  -0.036
C: 1.293 -0.255 0.706  -0.549
N: 0.984 -1.160 1.806  0.108
O: 1.976 0.814 1.056  -0.022
H: 0.114 1.402 1.644  0.110
H: -1.373 1.644 0.668  0.120
H: -0.756 -0.676 -0.050  0.136
H: 0.715 0.092 -1.860  0.148
H: 0.537 1.823 -1.211  0.141
H: -1.515 -0.207 -1.924  -0.023
H: 1.575 -1.029 2.616  0.094
H: 1.798 -0.845 -0.092  0.174
H: -2.794 -1.189 -1.274  -0.004
H: 1.124 -2.129 1.551  0.088
O: -1.938 -1.274 -1.686  -0.191